101
Properties=species:S:1:pos:R:3:lowdin_charge:R:1 method="wB97M-V/def2-TZVPD" lumo_energy_ha="-0.12029 / -0.23577" total_charge=+1 orbital_gap_ev="7.8 / 4.7" de_lowest_kj_mol=0.0 s2=0.752 e_homo_ev="-11.1 / -11.1" spin_multiplicity=2
Cu -35.557 0.484 -7.638 0.9641
N -34.809 -2.073 -9.783 -0.5166
O -34.817 -1.272 -8.799 -0.0937
O -33.819 -2.157 -10.506 0.0130
O -35.743 -2.852 -9.957 -0.0252
C -31.312 0.459 -6.688 0.0327
C -32.605 -0.203 -6.337 -0.4772
O -33.687 0.176 -6.869 -0.0567
N -32.577 -1.169 -5.445 0.0700
C -33.704 -2.060 -5.175 -0.0309
H -31.410 1.542 -6.630 0.1004
H -31.067 0.261 -7.737 0.0871
H -30.465 0.107 -6.107 0.0986
H -31.717 -1.370 -4.969 0.1546
H -34.183 -1.820 -4.223 0.1018
H -33.357 -3.089 -5.147 0.0997
H -34.482 -1.937 -5.919 0.0581
C -34.715 -5.610 -11.195 0.0075
C -35.471 -6.733 -10.507 -0.5635
O -36.268 -6.498 -9.638 0.0379
N -35.242 -7.966 -10.976 0.0207
C -35.889 -9.161 -10.437 -0.0618
H -34.509 -5.897 -12.232 0.0895
H -33.764 -5.394 -10.702 0.0748
H -35.320 -4.713 -11.205 0.0301
H -34.475 -8.173 -11.584 0.1252
H -35.195 -9.997 -10.374 0.0820
H -36.715 -9.485 -11.086 0.0865
H -36.355 -9.012 -9.467 0.0781
C -39.253 -1.101 -6.306 0.0404
C -38.245 -1.266 -7.406 -0.4651
O -37.299 -0.416 -7.434 -0.0725
N -38.317 -2.263 -8.233 0.0903
C -39.255 -3.395 -8.211 -0.0190
H -38.672 -1.414 -5.429 0.1089
H -40.130 -1.713 -6.482 0.0772
H -39.585 -0.080 -6.155 0.0947
H -37.443 -2.458 -8.765 0.1275
H -38.719 -4.268 -8.571 0.0883
H -40.101 -3.223 -8.876 0.0944
H -39.609 -3.629 -7.211 0.0896
C -37.333 3.118 -10.097 0.0270
C -37.249 1.624 -10.223 -0.4940
O -36.503 0.925 -9.526 -0.0296
N -37.881 1.061 -11.231 0.0573
C -37.939 -0.370 -11.445 -0.0386
H -36.414 3.593 -9.776 0.0896
H -38.158 3.318 -9.397 0.1037
H -37.641 3.632 -11.008 0.0898
H -38.380 1.637 -11.885 0.1524
H -37.970 -0.612 -12.502 0.0973
H -38.827 -0.797 -10.968 0.0916
H -37.085 -0.849 -10.978 0.0658
C -37.950 -3.818 -12.175 0.0111
C -37.100 -3.467 -13.371 -0.5966
O -37.424 -3.780 -14.458 0.1000
N -35.923 -2.841 -13.105 0.0141
C -35.122 -2.371 -14.199 -0.0828
H -37.499 -4.575 -11.533 0.0699
H -38.926 -4.156 -12.519 0.0892
H -38.217 -2.953 -11.559 0.0435
H -35.599 -2.673 -12.170 0.0726
H -34.262 -1.817 -13.816 0.0798
H -35.678 -1.770 -14.910 0.0845
H -34.652 -3.198 -14.744 0.0870
C -30.064 -0.515 -11.299 0.0059
C -30.020 -1.214 -9.961 -0.5334
O -29.018 -1.186 -9.247 0.0393
N -31.176 -1.831 -9.562 -0.0064
C -31.265 -2.482 -8.281 -0.0720
H -30.102 -1.218 -12.142 0.0755
H -29.205 0.115 -11.475 0.0818
H -31.022 0.014 -11.395 0.0825
H -32.039 -1.641 -10.058 0.0825
H -30.945 -3.525 -8.363 0.0791
H -32.299 -2.478 -7.924 0.0786
H -30.670 -1.973 -7.528 0.0693
C -35.698 -5.099 -3.674 0.0020
C -35.866 -4.402 -4.987 -0.5540
O -36.302 -3.245 -5.060 -0.0058
N -35.408 -5.086 -6.059 0.0393
C -35.377 -4.544 -7.391 -0.0712
H -35.809 -6.181 -3.745 0.0843
H -36.429 -4.723 -2.964 0.0863
H -34.714 -4.885 -3.252 0.0882
H -35.079 -6.027 -5.956 0.1405
H -34.603 -4.996 -8.010 0.0925
H -35.246 -3.464 -7.439 0.0550
H -36.305 -4.748 -7.924 0.0624
C -30.669 -7.095 -11.371 -0.0008
C -30.813 -5.931 -10.429 -0.5547
O -30.667 -6.064 -9.227 0.0323
N -31.184 -4.730 -10.939 0.0270
C -31.567 -4.436 -12.291 -0.0842
H -30.458 -7.983 -10.790 0.0843
H -29.950 -6.957 -12.172 0.0881
H -31.672 -7.265 -11.791 0.0745
H -31.209 -3.963 -10.295 0.0830
H -31.561 -5.328 -12.905 0.0761
H -30.912 -3.699 -12.779 0.0808
H -32.547 -3.947 -12.341 0.0655

***

90
Properties=species:S:1:pos:R:3:lowdin_charge:R:1 method="wB97M-V/def2-TZVPD" lumo_energy_ha="0.10102 / 0.06900" total_charge=-1 orbital_gap_ev="6.5 / 5.9" s2=2.009 e_homo_ev="-3.7 / -4.1" spin_multiplicity=3
Pd -0.192 -0.401 -0.213 0.4710
C -1.567 2.326 1.552 -0.1908
Si -1.940 2.023 -0.272 0.3435
C -2.540 3.719 -0.898 -0.1825
C -3.478 0.920 -0.304 -0.1849
C -0.552 1.425 -1.337 -0.5643
Si -0.960 0.725 -3.012 0.3671
C -2.400 -0.484 -3.044 -0.1928
C 0.515 -0.136 -3.817 -0.1742
C -1.488 2.058 -4.261 -0.1755
Si 1.063 2.317 -1.325 0.4398
C 1.147 3.672 -2.656 -0.1904
C 1.448 3.217 0.278 -0.1820
C 2.607 1.238 -1.664 -0.3145
C 3.645 1.686 -2.485 -0.0845
C 4.777 0.904 -2.659 -0.0865
C 4.852 -0.314 -2.005 -0.0801
C 3.782 -0.685 -1.203 -0.1601
N 2.698 0.059 -1.035 0.0436
H -2.496 2.702 1.995 0.0327
H -0.798 3.080 1.711 0.0039
H -1.257 1.426 2.083 -0.0188
H -3.386 4.099 -0.319 0.0219
H -2.847 3.661 -1.945 0.0077
H -1.736 4.457 -0.835 0.0176
H -4.075 1.165 0.580 0.0281
H -3.262 -0.149 -0.276 0.0003
H -4.099 1.118 -1.180 0.0195
H -2.331 -1.231 -2.260 -0.0327
H -2.402 -0.998 -4.010 0.0297
H -3.357 0.027 -2.938 0.0233
H 0.945 -0.919 -3.193 0.0093
H 1.312 0.569 -4.063 0.0193
H 0.175 -0.586 -4.756 0.0291
H -2.363 2.602 -3.898 0.0133
H -1.758 1.599 -5.216 0.0258
H -0.705 2.788 -4.452 0.0017
H 0.221 4.252 -2.639 0.0252
H 1.258 3.262 -3.661 0.0152
H 1.975 4.365 -2.485 0.0253
H 0.719 4.004 0.478 0.0286
H 2.435 3.683 0.199 0.0375
H 1.454 2.526 1.118 -0.0225
H 3.566 2.638 -2.994 0.0872
H 5.586 1.241 -3.297 0.0974
H 5.712 -0.962 -2.108 0.0929
H 3.794 -1.630 -0.665 0.1025
C -1.329 -3.934 -3.317 -0.2229
Ge -1.430 -3.686 -1.366 0.7157
C -1.062 -5.436 -0.521 -0.2365
C -3.315 -3.318 -0.903 -0.2240
C -0.067 -2.445 -0.758 -0.4224
H -2.117 -4.601 -3.673 0.0114
H -0.364 -4.360 -3.594 0.0133
H -1.434 -2.976 -3.826 -0.0149
H -1.576 -6.244 -1.048 0.0057
H -1.410 -5.433 0.513 0.0041
H 0.008 -5.647 -0.519 0.0092
H -3.853 -4.269 -0.913 0.0118
H -3.802 -2.647 -1.608 0.0026
H -3.403 -2.893 0.095 -0.0115
H 0.772 -2.443 -1.463 -0.0337
H 0.327 -2.851 0.180 -0.0738
C -2.080 -2.057 2.361 -0.2398
Si -0.586 -1.524 3.386 0.1863
C 0.019 -3.057 4.314 -0.2457
C -1.233 -0.324 4.700 -0.2332
As 1.128 -0.775 1.960 0.7063
Si 2.191 0.721 3.408 0.1708
C 3.880 1.135 2.666 -0.2389
C 2.528 -0.167 5.043 -0.2453
C 1.343 2.356 3.846 -0.2223
H -3.000 -1.895 2.931 0.0293
H -2.023 -3.121 2.115 0.0191
H -2.156 -1.504 1.424 -0.0272
H -0.772 -3.458 4.955 0.0200
H 0.888 -2.843 4.938 0.0061
H 0.307 -3.830 3.600 0.0159
H -1.974 -0.847 5.313 0.0221
H -1.724 0.537 4.245 0.0110
H -0.453 0.047 5.366 -0.0012
H 4.308 0.269 2.160 0.0114
H 4.572 1.448 3.453 0.0183
H 3.812 1.943 1.937 0.0092
H 2.993 -1.139 4.872 0.0201
H 1.622 -0.327 5.630 0.0003
H 3.213 0.439 5.645 0.0203
H 1.387 3.062 3.018 -0.0036
H 1.871 2.806 4.695 0.0244
H 0.297 2.235 4.123 0.0089